No. 1
113
Properties=species:S:1:pos:R:3 method="wB97M-V/def2-TZVPD" e_lumo_ev=-1.03 orbital_gap_ev=4.7112
H 3.00437 -4.78767 -0.62358
C 0.30084 -2.75850 -0.03731
H 4.46377 0.74113 3.16486
As 0.64795 -1.08563 -1.08227
H 2.62226 -0.18076 -4.79970
C 1.70358 4.79281 0.22035
C 1.07889 -1.27199 3.17668
N -0.79587 3.70283 2.87181
C 1.21257 -3.82559 -0.12524
C -1.87651 -1.85371 0.99606
H 6.58069 -0.95473 3.68456
C 5.60288 0.64354 -0.44605
C 2.61075 -3.76558 -0.62031
C -2.72289 3.84671 1.40679
H 7.03317 -0.81819 0.12272
C -5.04065 1.00459 -1.29520
H 4.19734 2.29157 -0.83238
S 2.08219 5.23345 2.95420
H 0.10714 -2.20141 -7.82456
C -4.35530 3.53649 -0.09880
C 1.75121 -2.03794 5.41169
H -2.23919 -4.33484 1.64168
C 1.75696 -2.19237 4.00898
H -2.77248 3.75103 -2.88311
C 0.37914 -0.11245 5.17481
C 0.34162 -0.29933 3.79850
N -0.29153 0.85244 3.20407
C -2.81331 2.67661 -2.67316
H 3.50187 2.29349 1.61045
C 6.19276 -0.18092 0.45597
H 2.29427 -2.76838 5.99315
H -2.88415 -2.32634 1.09433
C -1.71919 -3.45642 -2.48118
H -0.94517 3.61592 5.01355
C -0.79069 -6.55743 1.64698
C -1.71897 2.07130 -2.22010
H 3.33663 -3.11508 -0.05922
H -1.96332 -1.14279 0.18581
H 2.23357 -3.08707 3.58281
H -3.00580 -1.08202 -1.47221
H -1.36702 -3.19034 -7.44985
H 2.64357 -3.38951 -1.65043
C 5.71486 -0.28478 1.75400
H -0.46593 1.47244 6.34527
S 2.89912 7.17356 0.86403
C 4.74483 0.65853 2.14810
C -1.74884 4.63685 2.22596
C -5.28876 2.36225 -2.02177
H -1.67557 -1.30293 1.93557
H -1.85050 -6.66093 1.80155
H -2.55882 -3.94592 -2.98127
C -0.93701 -2.58777 -3.40630
H -0.25004 -6.73240 2.59644
H -2.30542 2.93471 4.12092
H -5.48574 4.53489 -1.67704
H 6.97128 -1.98892 2.26645
C 0.83929 -5.08122 0.44402
C -1.22385 3.05215 4.11494
C -0.61169 1.63586 4.24674
C 2.08514 5.65674 1.30492
C -2.86419 -0.09317 -1.95035
H 1.59940 -5.86594 0.34523
H -4.16296 0.19376 0.64326
N -0.23979 1.07518 5.43205
H 0.12629 4.22068 2.98005
S 1.89462 5.51956 -1.29811
H -1.20259 5.32685 1.58470
H -5.97121 0.40847 -1.33923
C -0.39749 -5.23898 1.08449
C 1.01421 -1.05279 6.00430
C 2.37661 -0.76371 -3.89004
H 5.93484 0.64776 -1.51074
H -4.37533 2.06167 -4.03358
H 5.30191 -2.04266 3.01341
S 1.32995 3.13504 0.10635
H 0.95747 -0.96062 7.08013
O 2.92147 7.90368 -1.81182
C 4.19588 1.56736 1.25445
H -0.84175 2.69620 -2.04101
C -1.69563 0.70908 -1.72813
H -6.22218 2.30096 -2.58275
N -3.65667 4.51719 0.65477
C 4.57899 1.55175 -0.07938
C -5.13143 3.61740 -1.23761
C -4.11393 0.51739 -2.43903
H 1.21942 -1.32861 2.09962
H 3.07661 -1.58619 -3.79078
H -0.45792 -7.30535 0.87482
C 0.70754 -1.62406 -5.38872
H 1.48179 -1.43746 -6.15771
C -0.83312 -2.22185 -7.22870
C -0.50086 -2.17941 -5.79409
H -1.03697 -4.23996 -2.04978
C -1.33071 -2.60861 -4.76178
C -1.22619 -4.15275 1.22523
H -2.07844 -2.88961 -1.61849
H -2.32422 5.28601 2.91223
C -4.41276 1.05840 0.02482
C -0.84951 -2.92760 0.72828
C -4.00107 2.27485 0.48937
H 2.60163 -0.04056 -3.04043
H -1.48404 -1.37309 -7.53911
N -0.75214 0.37479 -0.78242
C 6.16445 -1.36746 2.72889
N -2.95300 2.51798 1.43376
H -3.70212 5.54851 0.53133
C 0.18530 -1.83694 -2.99508
Y -0.69477 1.83985 1.08968
C 1.01178 -1.41381 -4.05592
H -4.68976 -0.12114 -3.14373
C 2.64341 7.10944 -0.95342
H -2.25443 -3.12809 -4.94491
C -4.09664 2.01056 -2.96310

No. 2
123
Properties=species:S:1:pos:R:3 method="wB97M-V/def2-TZVPD" e_lumo_ev=-1.14 orbital_gap_ev=8.5575
C -2.77486 -4.65947 11.25014
C -2.13299 1.88928 -4.92012
C 0.69340 -2.88990 8.18360
C -0.14122 -4.61963 10.37203
C 2.19523 -0.39760 -6.97480
C -3.75879 -4.74645 -3.48032
C 1.64763 -3.70539 8.79602
H 3.69322 -4.32383 8.82522
H 3.38418 6.86009 0.74275
C 0.43940 1.37845 -7.68693
C -1.83348 -5.50509 11.82774
O 3.37981 6.24263 -0.00651
C -3.22711 -1.63836 1.85587
H 4.71029 2.84459 -1.36107
C -4.04084 -3.31906 -5.39618
C 2.67335 -0.44033 -5.52073
H 2.92245 5.89699 -3.01519
B 2.58623 3.97690 -2.74839
H 4.90929 4.25277 2.16622
P 4.45104 5.09705 0.23797
H -3.53775 0.77863 -0.50373
P 3.76948 3.10763 -0.35285
C -1.98606 3.27725 -4.26690
C -3.73536 -3.63029 -2.65354
H 3.76452 -0.37920 -5.47823
H -3.12771 -3.13954 9.77237
C -0.28040 2.27559 -6.67912
H 2.20441 -0.32415 2.59344
H -1.54719 1.14594 -4.37180
F 2.45628 2.60628 2.57433
F -0.18179 -0.02163 2.11874
H 2.35359 -1.39184 -7.40280
H -1.07757 3.38160 0.00274
H -0.50038 4.36085 -3.14234
H -3.08387 -1.75680 2.92214
H 0.32437 2.27029 -5.76790
C 1.14130 0.21789 4.10716
H -1.83417 0.79728 -6.71586
N 1.68466 0.70292 -2.16516
H 0.25821 -0.09753 -6.10384
C 0.92022 3.69695 -0.61437
C -3.48064 -0.20785 -0.06280
H -1.12189 1.52969 -2.18396
C -2.40405 -3.79940 10.23075
H 0.21317 -0.78316 -7.71993
C 1.20122 3.76951 0.93338
H 2.58733 -2.34014 -2.69892
C 3.30961 -2.88616 7.27330
H -3.27984 -3.75013 1.46386
H -3.65788 -5.73042 -3.04347
H 2.64323 -1.45778 5.82352
O -3.92990 -0.03175 -2.83241
O 2.02459 -0.59139 3.50848
C -1.08860 -3.78020 9.78369
H -2.22539 2.79990 -1.79234
C 0.69920 -0.02689 -7.10176
C -0.79316 3.32070 -3.28424
C -3.59102 -1.32556 -0.88240
H 0.22134 -6.13380 11.83657
H -4.16223 -3.20033 -6.46492
O 4.47535 5.05365 1.84143
C -1.16985 2.60242 -1.99125
C -3.33470 -2.75480 1.04476
C 0.65070 5.08331 -1.01756
C 1.04776 -2.08138 7.10972
H -0.19271 1.91271 -0.21681
O 2.11159 -5.30658 10.46414
C 1.28152 -4.60443 9.92616
C -3.50746 -2.60387 -0.32604
H 0.29757 -1.45531 6.64962
O 1.22685 4.78659 1.55018
C 3.15368 -2.04239 -3.58110
H 1.40812 1.83991 -7.89562
C -3.80468 -1.13754 -2.34710
H 1.22673 -1.53295 -4.35821
C 2.95907 -3.69525 8.34022
H 3.83803 -2.85036 -3.83956
F -1.14205 0.70490 3.93802
H -0.28392 3.31171 -7.03332
H -0.00006 2.75202 -3.76252
F 1.59074 1.36171 1.02616
C -0.51959 -5.48344 11.39241
H 2.17091 -2.54767 -5.44535
C -0.00500 0.75370 3.21185
H -2.12724 -6.18111 12.62004
C -3.90794 -4.59044 -4.84792
C -4.01546 -2.20316 -4.57733
H -1.84934 4.04066 -5.03656
H -2.43101 2.41021 -7.00177
O 3.25266 5.14644 -2.50381
O 1.16009 0.48391 5.26350
H -0.10899 1.33230 -8.62898
C -3.85683 -2.35374 -3.20507
H -3.92184 -5.46084 -5.49064
C 2.22787 -1.69745 -4.76341
C 1.95353 1.74562 -1.76202
F 0.37023 2.98595 3.84924
H -3.17521 1.57183 -4.85575
C -1.72509 1.83917 -6.39448
O -1.53867 -2.12682 8.16518
H -4.11467 -1.20931 -4.99274
C 1.36648 2.46238 1.78156
H 2.25124 2.49995 -4.17981
H 2.82393 0.27731 -7.55903
H 1.73112 4.00300 -4.67096
H -2.89639 3.53287 -3.72133
C 2.17329 3.14206 -1.40890
C -3.29361 -0.36521 1.30064
C -0.71643 -2.86443 8.66696
F -0.99948 2.61824 2.20483
C 0.16431 2.23037 2.76049
N 0.42531 6.16291 -1.32632
C -0.39987 2.87351 -0.68251
O -3.51980 -4.93168 -0.70013
O 5.77969 5.30428 -0.34642
C 2.35729 -2.08204 6.65467
N 2.38571 3.49954 -4.08806
H 2.27606 0.42973 -4.98699
H -3.19503 0.50709 1.93417
H 3.74184 -1.17092 -3.28838
H -3.80019 -4.67447 11.59587
C -3.58451 -3.82156 -1.18285
H 4.33223 -2.87939 6.91863

No. 3
120
Properties=species:S:1:pos:R:3 method="wB97M-V/def2-TZVPD" e_lumo_ev=-0.99 orbital_gap_ev=6.9337
C -17.01504 -16.52369 -3.71146
C -8.65623 -12.48332 4.24699
H -5.37383 -13.83091 5.69926
O -11.62486 -17.49597 7.85247
H -14.57109 -17.88028 7.30291
C -6.80361 -13.94979 4.09414
C -15.46407 -16.00048 6.86997
C -19.06824 -15.28170 -0.42907
H -12.48324 -19.23610 6.48234
O -22.06740 -10.97440 -2.94502
H -18.88662 -9.24353 -1.70965
C -20.96866 -11.61617 -0.63313
H -19.61044 -13.79889 -1.99517
H -15.24836 -16.08738 5.81347
C -16.27184 -15.97284 9.53842
C -15.69918 -13.56749 0.34141
N -9.96572 -12.06736 3.76453
H -10.88342 -13.71206 -2.89237
H -20.89312 -12.62441 1.22392
C -19.74095 -16.45403 -0.02692
O -10.65496 -11.42330 4.48329
H -17.44041 -18.02011 -2.22085
H -16.67580 -16.04961 10.53771
C -17.55612 -10.57680 -5.18048
C -18.76078 -10.19014 0.23338
C -15.15819 -17.06786 7.70524
H -15.87543 -10.73668 -1.42463
H -14.53599 -14.29377 -3.51721
O -10.93756 -15.79459 6.81019
H -17.94180 -9.54784 0.53108
H -15.55337 -17.48544 -0.83663
O -18.48227 -16.03705 -5.40774
H -19.10856 -13.37945 -4.59747
C -19.30248 -11.18904 1.04841
C -6.28994 -13.44073 5.28126
C -19.83250 -14.67706 -1.41796
C -20.99995 -16.42727 -0.57435
H -16.89321 -12.96819 -3.03994
H -21.72852 -15.13879 -2.07925
C -20.39508 -10.67699 -1.45168
H -12.41033 -16.47619 2.42230
H -6.28637 -14.75368 3.58514
C -12.59399 -18.60661 5.61020
N -20.94627 -15.45746 -1.53202
H -14.36327 -7.04599 0.21894
C -16.48782 -14.88526 8.73277
O -10.32675 -12.50784 2.70816
C -16.39258 -13.56079 1.51665
N -18.51116 -11.50468 -5.43567
H -17.41387 -13.81800 1.74354
O -17.30161 -12.96955 6.98411
H -13.87079 -15.69675 -1.65741
H -18.92715 -11.29098 2.05719
H -21.81841 -12.11477 -1.08018
C -16.74216 -17.27952 -2.59131
H -14.38404 -9.11338 2.15908
N -15.07459 -10.24439 0.48814
C -15.36199 -9.98521 -0.84482
N -16.54034 -13.79507 6.50292
C -12.89141 -18.43486 3.22232
H -13.08498 -12.08543 -3.27865
H -19.39558 -17.21181 0.65908
C -12.49990 -12.28204 -2.39943
C -14.80388 -15.94082 -2.15382
H -13.33565 -13.26100 2.62196
H -16.05059 -13.51706 -0.67685
C -14.33089 -13.49379 0.67957
C -17.32974 -12.30216 -3.76855
C -14.64212 -9.10012 1.11351
C -15.16729 -8.62859 -1.03218
C -15.66416 -16.95490 -1.77353
C -18.41400 -12.55974 -4.57051
H -15.30735 -11.12039 0.93384
C -12.51849 -17.11094 3.29251
N -15.50435 -13.46292 2.54157
H -10.24906 -13.56765 -0.34446
H -21.88824 -17.02965 -0.50688
C -8.09362 -11.85130 5.32624
H -16.50252 -14.83851 -4.87060
H -19.26453 -11.35413 -6.07940
H -11.82128 -11.53386 0.71940
H -11.57028 -15.56957 4.40664
C -16.75029 -11.08649 -4.19158
C -15.60438 -17.07891 9.01657
H -13.50579 -13.57009 -0.00219
C -14.22932 -13.38460 2.03697
C -19.23726 -10.02563 -1.04100
O -20.28083 -10.02033 -3.68678
H -6.59083 -11.97802 6.80895
C -14.64358 -8.08662 0.17567
H -18.11456 -14.94672 -0.06064
H -15.89543 -10.56009 -3.79759
C -6.91980 -12.35479 5.84887
H -15.38501 -17.93199 9.64417
H -15.78856 -13.55113 3.50873
H -8.52141 -14.05332 2.83045
C -10.98363 -12.95449 -0.83547
N -11.52712 -16.82789 6.86384
C -12.99780 -19.15977 4.41195
O -16.12334 -13.75438 5.36348
C -16.09999 -14.87671 7.41514
C -16.21894 -15.45167 -4.02656
N -12.70476 -11.64664 -1.20633
C -11.99674 -16.55576 4.46707
H -15.22577 -8.10465 -1.97476
H -8.58800 -11.05981 5.86956
H -13.43559 -10.96013 -1.05624
H -17.07554 -14.04967 9.10096
N -20.94910 -10.51814 -2.78220
H -17.38493 -9.66320 -5.72011
C -12.08733 -17.31788 5.60382
C -15.06411 -15.21234 -3.29060
C -7.97487 -13.47747 3.56320
N -18.15963 -16.87330 -4.55966
H -13.37914 -20.17247 4.37587
C -11.75543 -11.92858 -0.27840
C -11.35250 -13.02294 -2.20159
H -13.19546 -18.93483 2.31304
C -20.40274 -11.88844 0.59743
O -18.72073 -17.95313 -4.35028

No. 4
111
Properties=species:S:1:pos:R:3 method="wB97M-V/def2-TZVPD" e_lumo_ev="-2.66 / -2.93" charge=+1 spin_multiplicity=2 orbital_gap_ev="6.5668 / 7.1758"
C -3.78614 -3.43078 2.14552
C 4.78978 2.60108 3.48854
C -2.85549 -2.85096 -0.16217
C -2.84067 -2.02551 -1.29243
H -4.59024 -4.45164 -1.57999
H -1.35345 0.96661 -1.09029
C -4.30630 -5.50163 -1.68203
C -1.92944 -6.30484 -4.53014
C 3.48752 2.17481 3.68777
C -2.22108 2.11276 0.51097
C -0.70481 -5.97047 -3.96850
H -0.99249 -2.65244 -2.22543
H 1.76441 -1.21720 5.06483
H -3.23361 3.44886 1.88036
H -5.15345 -1.19563 1.70219
H 1.95424 -3.68164 0.43040
C -3.53861 0.24052 5.67889
C -3.68820 -0.91690 -1.31332
N -0.36510 -3.15021 1.60760
H -4.11468 4.88982 0.11519
H 4.11180 -4.79301 0.77134
C 0.26922 -4.07349 2.37794
C 0.74610 -5.10507 -2.11917
H -3.16227 -1.82466 5.22794
Al 0.14624 -1.51970 1.12367
O 0.66437 -5.16098 1.96970
O 1.09062 -0.74436 2.49142
C 2.83828 -2.00053 -0.62257
C -3.00017 3.21957 0.85059
C 0.23763 1.80069 5.38547
N 5.23653 -3.38327 -0.21920
C -3.06819 -0.79993 4.89287
H 0.65301 1.93810 1.13470
H 1.32755 -4.13318 4.24894
H -2.81416 -3.52721 2.63651
C 4.07737 -3.85096 0.23511
H 6.14872 -1.87458 -1.27496
C -2.48048 -0.53415 3.66477
C -5.40028 0.62415 -0.29314
C -1.94480 1.83493 -0.82790
H -4.00301 0.02952 6.63325
H -3.78038 2.36658 5.86363
C 0.40038 0.68740 7.50704
C -3.70319 -2.55527 0.92114
P -1.45694 1.03229 1.70532
H -6.45286 0.34299 -0.23197
H -5.12161 -6.02326 -2.18080
H -2.23705 2.44455 -2.85728
C -2.81324 1.83155 4.03275
C 5.53780 2.07735 2.44142
C 0.16069 1.77092 2.10011
C 4.99054 1.12924 1.58769
C -2.35252 0.78552 3.23092
H -2.69413 2.86416 3.73147
C 2.85623 -3.21251 0.05519
C -0.60591 -5.47292 -2.67301
H -5.25445 1.18907 -1.21350
H 5.22702 3.32924 4.15795
H 3.25880 -0.04131 1.11165
C -1.77802 -5.30581 -1.93448
C -3.50348 4.03688 -0.14648
H -2.42900 -2.96229 -3.19265
C 1.26771 -0.37948 5.53855
H -0.07284 2.66261 4.80915
H 2.91350 2.55981 4.52221
C -1.96878 -2.25685 -2.49781
C -4.51489 -0.59084 -0.25207
H -0.42346 -4.28287 4.37028
C 0.38473 -3.75172 3.86078
H 1.53895 -5.40715 -2.80224
C -3.41490 1.55593 5.24744
C 0.00725 1.78293 6.75249
H 6.55926 2.40394 2.29770
H -3.68934 -0.28638 -2.19670
C -4.50507 -1.42401 0.86162
H 0.93731 -5.58149 -1.15459
C 0.86198 0.71671 4.77473
H -1.81140 -1.31748 -3.02947
Te -1.61810 -4.55913 0.06680
C -3.07638 -6.14487 -3.76017
H -3.62538 4.39937 -2.25525
C -2.44925 2.66245 -1.81903
P 1.26469 0.67040 3.03854
C 5.19953 -2.23583 -0.89263
H 5.58055 0.70901 0.78426
H 0.20044 -6.10183 -4.55107
H -4.49855 -3.01699 2.85928
H -4.11597 -4.43935 1.88816
H 1.34269 -1.24207 7.49452
H 0.21927 0.67601 8.57373
H -0.47933 2.62448 7.22725
H -5.19188 1.28869 0.54893
H 0.05005 2.74353 2.58425
H -2.74639 -6.29108 -6.52012
C -3.22758 3.75851 -1.47960
H -2.34639 -7.89284 -5.91474
H 0.27856 -2.68789 4.06443
C 2.93557 1.23020 2.82198
H -1.05890 -6.80578 -6.43494
H -4.03913 -6.41766 -4.18001
C -3.02685 -5.65289 -2.46143
C 1.03145 -0.39222 6.90226
C 4.04122 -1.50670 -1.11550
C 3.68528 0.70394 1.77059
O -1.20330 -0.31670 1.04869
Se 1.23005 -0.98843 -0.90633
C -2.02149 -6.85103 -5.92804
H -4.21038 -5.91323 -0.67446
H -2.12803 -1.35077 3.04587
H 0.82915 -4.02372 -1.96828
H 4.07825 -0.57410 -1.66427